(1)
The following is a quantum chemistry calculation of a 13-piece molecular cluster, C6H35O14 overall in a non-equilibrium geometry, from the Open Molecules 2025 dataset.

Structure (ORCA input):
```
! RIJCOSX wB97M-V def2-TZVPD def2/J DEFGRID3
* xyz -1 1
O 1.184 0.333 -2.054
C 0.337 0.159 -2.934
O 0.408 0.890 -3.953
C -0.803 -0.998 -2.935
C -2.044 -0.980 -1.989
C -2.098 0.238 -0.911
C -2.169 -0.462 0.592
C -3.248 1.121 -1.405
H -1.245 -1.054 -3.849
H -0.256 -2.024 -3.023
H -2.869 -0.967 -2.747
H -1.963 -1.810 -1.428
H -1.284 0.973 -0.787
H -2.982 -1.175 0.419
H -2.348 0.368 1.273
H -1.253 -1.071 0.759
H -4.100 0.511 -1.681
H -3.746 1.750 -0.695
H -2.926 1.702 -2.340
H 2.105 -2.795 -1.514
H 1.266 -3.200 -0.262
O 1.425 -3.389 -1.232
H 0.458 -0.011 2.457
H 1.132 0.041 3.965
O 0.547 -0.390 3.373
H 2.223 1.906 -1.581
H 3.479 2.320 -0.851
O 2.532 1.959 -0.719
H -0.973 -3.722 -0.045
H 0.169 -4.274 0.942
O -0.813 -4.187 0.752
H -1.924 1.249 3.744
H -1.237 1.205 2.258
O -1.703 1.704 3.021
H 0.325 2.361 -3.116
H 0.015 2.323 -1.649
O -0.252 2.832 -2.412
H 2.780 1.911 1.263
H 2.549 3.225 1.940
O 3.163 2.560 1.857
H 0.129 1.059 0.194
H 0.543 1.717 1.380
O -0.063 1.010 1.036
H 2.310 -1.728 0.360
H 1.511 -1.774 1.717
O 1.906 -2.364 1.122
H -0.435 3.367 2.322
H -0.517 3.533 0.833
O 0.029 3.412 1.600
H 0.519 -3.109 2.272
H 0.636 -2.325 3.682
O 0.565 -3.191 3.274
H 3.626 0.259 -0.515
H 2.360 -0.291 -1.216
O 3.019 -0.710 -0.562
*
```

## Properties
strongest force on any atom	8.0	eV/A
HOMO-LUMO gap	8.5	eV
ΔE to the lowest compared entry with this formula, charge and spin	2.1689	eV
E_tot	-35453.7352	eV

---

(2)
The following is a quantum chemistry calculation of an isolated ion of composition C3H4NO2S and charge -1, from the Open Molecules 2025 dataset.

Structure (ORCA input):
```
! RIJCOSX wB97M-V def2-TZVPD def2/J DEFGRID3
* xyz -1 1
C 0.587 0.652 0.432
C -0.380 -1.339 -0.373
C 0.734 -0.827 0.104
N -0.744 0.977 0.582
O 1.252 1.368 -0.718
O -2.885 -0.393 0.303
S -1.642 0.043 -0.385
H 1.174 0.940 1.330
H -0.571 -2.313 -0.783
H 0.794 2.216 -0.745
H 1.683 -1.325 0.253
*
```

## Properties
strongest force on any atom	1.0	eV/A
HOMO-LUMO gap	7.1	eV
ΔE to the lowest compared entry with this formula, charge and spin	2.0964	eV
E_tot	-19595.1892	eV

---

(3)
The following is a quantum chemistry calculation of C19H20BN8NaSSe2Te2 as an isolated structure in a non-equilibrium geometry, from the Open Molecules 2025 dataset.

Structure (ORCA input):
```
! RIJCOSX wB97M-V def2-TZVPD def2/J DEFGRID3
* xyz -2 1
Na -0.790 -0.176 0.188
C 1.780 3.324 1.652
C 0.867 2.305 1.952
N 0.139 1.976 0.892
N 0.574 2.772 -0.115
C 1.549 3.586 0.318
B 0.069 2.667 -1.586
N 0.787 1.483 -2.288
C 2.070 1.104 -2.112
C 2.334 0.062 -2.973
C 1.120 -0.118 -3.656
N 0.197 0.737 -3.245
N -1.450 2.471 -1.652
C -2.362 3.318 -2.155
C -3.610 2.752 -2.011
C -3.342 1.523 -1.385
N -2.047 1.358 -1.180
H 2.495 3.795 2.305
H 0.704 1.798 2.891
H 1.995 4.294 -0.361
H 0.352 3.732 -2.104
H 2.687 1.584 -1.370
H 3.244 -0.506 -3.060
H 0.867 -0.863 -4.395
H -2.044 4.257 -2.577
H -4.561 3.161 -2.306
H -4.026 0.750 -1.068
Se 1.639 -3.245 1.860
Te 0.287 -5.368 1.676
Te -0.658 -1.958 4.917
Se 0.342 -1.346 2.656
C -3.602 -4.201 1.868
C -3.848 -2.858 2.553
C -3.282 -1.732 1.804
N -2.791 -0.824 1.307
H -4.157 -4.980 2.391
H -2.540 -4.445 1.888
H -3.923 -4.182 0.825
H -3.343 -2.815 3.525
H -4.912 -2.662 2.702
S 2.312 -3.514 -1.395
C 1.584 -2.287 -0.324
N 0.353 -1.922 -0.713
C -0.148 -2.819 -1.621
C -1.449 -2.820 -2.125
C -1.827 -3.763 -3.068
C -0.927 -4.720 -3.539
C 0.380 -4.715 -3.062
C 0.756 -3.767 -2.133
H 2.273 -1.498 -0.042
H -2.159 -2.080 -1.775
H -2.845 -3.752 -3.441
H -1.241 -5.460 -4.264
H 1.094 -5.453 -3.410
*
```

## Properties
strongest force on any atom	1.4	eV/A
HOMO-LUMO gap	4.7	eV
ΔE to the lowest compared entry with this formula, charge and spin	0.3774	eV
E_tot	-193160.9668	eV

---

(4)
The following is a quantum chemistry calculation of one molecule with the formula C7H12 in a non-equilibrium geometry, from the Open Molecules 2025 dataset.

Structure (ORCA input):
```
! RIJCOSX wB97M-V def2-TZVPD def2/J DEFGRID3
* xyz 0 1
C 0.534 1.420 -1.552
C -0.135 0.520 -0.727
C 0.091 -0.971 -0.835
C 0.207 -1.741 0.264
C 1.073 -3.038 0.412
C -1.028 0.941 0.460
C -0.961 2.511 0.786
H 0.024 2.459 -1.610
H 1.444 1.136 -2.106
H 0.449 -1.139 -1.842
H -0.056 -1.398 1.346
H 1.130 -3.654 -0.512
H 0.660 -3.703 1.220
H 2.163 -2.900 0.712
H -2.089 0.608 0.099
H -0.707 0.312 1.364
H -1.720 2.654 1.536
H 0.151 2.849 1.115
H -1.230 3.135 -0.131
*
```

## Properties
strongest force on any atom	3.0	eV/A
HOMO-LUMO gap	9.2	eV
SMILES	C=C(/C=C/C)CC
ΔE to the lowest compared entry with this formula, charge and spin	2.6976	eV
E_tot	-7450.7338	eV

---

(5)
The following is a quantum chemistry calculation of C15H32N2O5P2Yb as an isolated structure in a non-equilibrium geometry, from the Open Molecules 2025 dataset.

Structure (ORCA input):
```
! RIJCOSX wB97M-V def2-TZVPD def2/J DEFGRID3
* xyz 1 2
O 0.345 3.613 0.095
H 0.671 4.520 0.340
Yb -1.260 -0.134 -0.406
N -1.419 -0.760 -2.640
N 0.637 -1.068 -1.505
O -2.395 -0.116 -3.218
O 1.875 -1.310 -0.730
C -0.569 -1.518 -3.380
C 0.639 -1.729 -2.680
C -0.899 -2.017 -4.716
C 1.711 -2.597 -3.221
H -1.822 -1.539 -5.049
H -1.035 -3.103 -4.690
H -0.085 -1.790 -5.411
H 2.478 -2.818 -2.476
H 2.190 -2.137 -4.101
H 1.280 -3.552 -3.565
H -2.244 1.288 -2.290
H 2.193 -0.403 -0.539
O -1.524 -2.288 0.626
H -2.097 -2.655 1.319
H -0.946 -3.031 0.351
C 2.252 3.428 -0.481
H 2.634 4.397 -0.660
H 2.115 2.866 -1.389
H 2.521 2.995 0.480
O -1.776 1.720 -1.493
H -0.581 3.745 -0.232
H -1.189 2.423 -1.862
C 1.984 1.147 3.523
P 0.730 0.192 2.593
C 1.519 -1.449 2.603
C -0.522 -0.024 3.957
C -0.231 -0.623 5.186
C -1.260 -0.787 6.126
C -2.542 -0.308 5.853
C -2.820 0.324 4.639
C -1.821 0.479 3.682
P -1.989 1.392 2.118
C -3.785 1.603 1.940
C -1.512 3.056 2.741
H 2.928 1.137 2.957
H 2.151 0.718 4.524
H 1.647 2.189 3.635
H 1.748 -1.780 3.627
H 0.854 -2.186 2.125
H 2.452 -1.395 2.021
H 0.785 -0.977 5.404
H -1.022 -1.272 7.071
H -3.330 -0.456 6.593
H -3.820 0.701 4.468
H -4.147 2.406 2.600
H -3.997 1.882 0.893
H -4.314 0.668 2.170
H -2.427 3.605 3.001
H -0.891 2.969 3.641
H -0.950 3.602 1.973
*
```

## Properties
strongest force on any atom	3.4	eV/A
HOMO-LUMO gap (alpha / beta)	6.6 / 7.3	eV
ΔE to the lowest compared entry with this formula, charge and spin	0.0000	eV
<S²>	0.754
E_tot	-79389.0494	eV

---

(6)
The following is a quantum chemistry calculation of one molecule with the formula C2HBrN2O2 in a non-equilibrium geometry, from the Open Molecules 2025 dataset.

Structure (ORCA input):
```
! RIJCOSX wB97M-V def2-TZVPD def2/J DEFGRID3
* xyz 0 1
O 1.752 0.616 1.321
N 0.807 0.128 0.759
O 0.215 -1.039 1.168
N -0.792 -1.369 0.353
C -0.890 -0.460 -0.578
C 0.066 0.538 -0.415
Br 0.467 2.128 -1.257
H -1.626 -0.541 -1.350
*
```

## Properties
strongest force on any atom	4.7	eV/A
HOMO-LUMO gap (alpha / beta)	9.3 / 9.3	eV
SMILES	[O-][n+]1oncc1Br
ΔE to the lowest compared entry with this formula, charge and spin	3.7980	eV
E_tot	-79202.8222	eV

---

(7)
The following is a quantum chemistry calculation of a 4-piece molecular cluster, C25H53Br2F3O12P3 overall in a non-equilibrium geometry, from the Open Molecules 2025 dataset.

Structure (ORCA input):
```
! RIJCOSX wB97M-V def2-TZVPD def2/J DEFGRID3
* xyz -1 1
C 4.808 2.353 -5.498
C 3.861 3.321 -5.388
C 2.482 2.974 -4.971
C 1.538 3.724 -5.954
C 0.079 3.217 -5.982
C -0.125 1.727 -6.354
F -1.439 1.627 -6.789
Br -0.039 0.577 -4.768
C 0.767 1.198 -7.529
F 1.044 2.131 -8.432
F 1.850 0.565 -7.116
Br -0.269 -0.184 -8.530
H 5.611 2.378 -6.243
H 4.831 1.511 -4.797
H 4.099 4.374 -5.603
H 2.442 1.886 -5.092
H 1.487 4.771 -5.598
H 2.022 3.765 -6.948
H -0.489 3.801 -6.727
H -0.352 3.358 -4.981
O -0.381 4.911 -2.406
P -0.292 6.328 -1.899
O -0.437 6.070 -0.272
C 0.622 5.402 0.403
C 1.866 6.267 0.503
O -1.852 6.769 -2.257
C -2.475 6.263 -3.435
C -3.493 5.202 -3.070
O 0.119 7.942 -1.688
C -0.775 8.967 -1.275
C -1.145 8.915 0.193
H 0.849 4.459 -0.102
H 0.258 5.161 1.404
H 2.282 6.471 -0.486
H 2.632 5.771 1.102
H 1.633 7.231 0.959
H -1.736 5.871 -4.134
H -2.976 7.101 -3.929
H -3.055 4.439 -2.426
H -3.893 4.719 -3.964
H -4.322 5.647 -2.513
H -1.662 9.007 -1.906
H -0.240 9.904 -1.458
H -1.833 8.095 0.401
H -1.639 9.844 0.489
H -0.261 8.775 0.816
O -2.217 -2.770 1.580
P -1.556 -2.642 0.236
O -2.860 -2.496 -0.751
C -3.661 -1.319 -0.658
C -2.937 -0.098 -1.196
O -1.192 -4.241 0.031
C -0.833 -5.042 1.154
C -1.983 -5.967 1.508
O -0.484 -2.220 -0.940
C -0.107 -3.038 -2.053
C -1.172 -3.150 -3.121
H -3.970 -1.159 0.379
H -4.563 -1.503 -1.244
H -2.061 0.141 -0.586
H -3.597 0.771 -1.201
H -2.581 -0.273 -2.212
H -0.548 -4.423 2.005
H 0.043 -5.635 0.877
H -2.920 -5.421 1.619
H -1.783 -6.505 2.436
H -2.141 -6.696 0.710
H 0.242 -4.018 -1.735
H 0.763 -2.541 -2.487
H -1.993 -3.793 -2.802
H -0.749 -3.583 -4.029
H -1.588 -2.172 -3.363
O 3.426 -5.773 7.331
P 2.271 -5.768 6.370
O 1.503 -4.382 6.802
C 2.150 -3.134 6.560
C 2.211 -2.807 5.079
O 1.343 -6.889 7.149
C 1.958 -7.984 7.828
C 1.888 -7.769 9.327
O 1.381 -5.956 4.992
C 0.007 -6.346 4.945
C -0.958 -5.259 5.366
H 3.154 -3.144 6.994
H 1.574 -2.371 7.083
H 2.835 -3.528 4.542
H 2.626 -1.811 4.921
H 1.218 -2.848 4.631
H 2.988 -8.123 7.500
H 1.407 -8.889 7.560
H 2.276 -6.789 9.605
H 2.457 -8.534 9.859
H 0.852 -7.805 9.668
H -0.171 -7.270 5.492
H -0.191 -6.583 3.897
H -0.936 -5.105 6.445
H -1.979 -5.532 5.093
H -0.713 -4.310 4.888
*
```

## Properties
strongest force on any atom	7.7	eV/A
HOMO-LUMO gap	2.2	eV
E_tot	-227456.4042	eV

---

(8)
The following is a quantum chemistry calculation of C6H8N2S3 as an isolated structure in a non-equilibrium geometry, from the Open Molecules 2025 dataset.

Structure (ORCA input):
```
! RIJCOSX wB97M-V def2-TZVPD def2/J DEFGRID3
* xyz 0 3
C -2.923 -1.895 -0.491
C -4.260 -1.579 -0.622
C -2.759 0.173 0.291
C -0.267 2.195 -0.055
C 1.945 1.621 -0.418
C 0.493 0.153 0.989
N -2.127 -0.916 0.040
N 0.694 1.379 0.213
S -0.691 3.377 -1.010
S -4.463 0.139 -0.236
S -2.170 1.566 1.110
H -2.656 -2.968 -0.548
H -5.050 -2.116 -0.890
H 1.823 2.222 -1.254
H 2.743 2.015 0.156
H 2.341 0.731 -0.832
H 1.358 0.269 1.619
H -0.425 0.394 1.440
H 0.485 -0.659 0.351
*
```

## Properties
strongest force on any atom	5.8	eV/A
HOMO-LUMO gap (alpha / beta)	6.5 / 6.3	eV
<S²>	2.023
E_tot	-41832.7315	eV

---

(9)
The following is a quantum chemistry calculation of C3H6LiO5 as an isolated structure in a non-equilibrium geometry, from the Open Molecules 2025 dataset.

Structure (ORCA input):
```
! RIJCOSX wB97M-V def2-TZVPD def2/J DEFGRID3
* xyz -1 1
C 0.298 -0.831 -0.636
C -0.406 0.387 -0.050
O 0.516 1.078 0.793
C 0.076 2.134 1.515
O -1.121 2.497 1.412
O 0.929 2.657 2.274
O -0.582 -1.521 -1.452
Li -0.577 3.578 2.506
H 0.757 -1.374 0.216
H 1.202 -0.484 -1.177
H -1.280 0.064 0.534
H -0.751 1.061 -0.849
H -0.228 -2.544 -1.361
O 0.189 -3.362 -1.589
H 0.977 -3.340 -2.137
*
```

## Properties
strongest force on any atom	12.0	eV/A
HOMO-LUMO gap	4.2	eV
ΔE to the lowest compared entry with this formula, charge and spin	1.8751	eV
E_tot	-13650.8318	eV

---

(10)
The following is a quantum chemistry calculation of one molecule with the formula C7H9ClF2O in a non-equilibrium geometry, from the Open Molecules 2025 dataset.

Structure (ORCA input):
```
! RIJCOSX wB97M-V def2-TZVPD def2/J DEFGRID3
* xyz 0 1
C 0.507 0.681 -0.654
C 0.031 1.501 0.447
C -1.492 1.264 0.469
C -1.800 -0.098 1.092
C 1.654 -0.155 -0.385
C -0.935 -1.187 0.401
C 2.122 -1.030 -1.509
O -0.012 0.697 -1.750
F -0.489 -2.165 1.225
F -1.487 -1.740 -0.700
Cl 2.618 -0.151 1.068
H 0.290 1.110 1.418
H 0.334 2.484 0.355
H -2.085 2.071 1.130
H -1.802 1.097 -0.533
H -1.350 -0.141 2.142
H -2.893 -0.413 1.113
H 1.888 -2.150 -1.218
H 3.222 -0.915 -1.557
H 1.677 -0.760 -2.553
*
```

## Properties
strongest force on any atom	3.6	eV/A
HOMO-LUMO gap (alpha / beta)	8.4 / 7.8	eV
ΔE to the lowest compared entry with this formula, charge and spin	3.0881	eV
E_tot	-27406.2156	eV

---

(11)
The following is a quantum chemistry calculation of C2H2ClNO2S2 as an isolated structure in a non-equilibrium geometry, from the Open Molecules 2025 dataset.

Structure (ORCA input):
```
! RIJCOSX wB97M-V def2-TZVPD def2/J DEFGRID3
* xyz 0 1
C -1.129 0.574 -2.513
C -0.267 -0.118 -0.104
N -2.952 1.021 0.440
O -1.259 1.541 -1.841
O -0.669 2.257 0.806
S -0.394 -0.883 -1.729
S -1.545 1.204 0.300
Cl -1.473 0.597 -4.143
H -0.445 -0.909 0.547
H 0.545 0.544 -0.217
*
```

## Properties
strongest force on any atom	3.2	eV/A
HOMO-LUMO gap	9.9	eV
ΔE to the lowest compared entry with this formula, charge and spin	2.4141	eV
E_tot	-41880.6507	eV